(1)
11
Properties=species:S:1:pos:R:3 method="wB97M-V/def2-TZVPD" molar_mass_g_mol=118.07 homo_ev=-10.531 multiplicity=1 relative_energy_kj_mol=346.9 charge=0 smiles=OCc1nnoc1F
O -0.04 -1.97 0.60
C 0.14 -0.66 1.15
C 0.13 0.39 0.04
N 1.11 0.28 -0.95
N 0.76 0.91 -1.99
O -0.53 1.56 -1.82
C -0.76 1.23 -0.52
F -1.94 1.68 -0.10
H 0.66 -2.14 0.01
H 1.14 -0.67 1.70
H -0.69 -0.61 1.88



(2)
14
Properties=species:S:1:pos:R:3 method="wB97M-V/def2-TZVPD" molar_mass_g_mol=77.11 homo_ev="-19.281 / -19.270" multiplicity=2 relative_energy_kj_mol=53.9 charge=+2
N 0.45 -0.03 2.77
H 0.28 -1.01 3.07
H 1.43 0.25 2.92
H -0.23 0.66 3.13
N 0.77 -0.30 -0.33
C -0.19 0.01 -1.22
N -1.47 0.23 -0.84
N 0.09 0.06 -2.51
H 0.63 -0.17 0.66
H 1.70 -0.47 -0.67
H -1.67 0.06 0.14
H -1.96 1.04 -1.18
H 0.90 -0.46 -2.83
H -0.72 0.12 -3.10



(3)
103
Properties=species:S:1:pos:R:3 method="wB97M-V/def2-TZVPD" molar_mass_g_mol=955.12 homo_ev=-9.038 multiplicity=1 charge=0
F -0.89 1.57 3.33
C -0.35 0.94 2.29
F -0.31 1.71 1.20
C 0.07 -0.32 2.27
F 0.68 -0.79 3.39
C -0.09 -1.27 1.13
C -1.48 -1.14 0.47
Si -2.75 -2.31 1.21
C -2.47 -4.07 0.65
C -1.15 -4.72 1.10
C -1.05 -4.86 2.62
I -0.18 -6.73 3.20
O -4.22 -1.84 0.54
Si -5.33 -0.99 1.44
H 0.66 -1.06 0.36
H 0.13 -2.27 1.49
H -1.87 -0.13 0.52
H -1.41 -1.43 -0.57
H -2.78 -2.16 2.68
H -3.28 -4.71 0.99
H -2.51 -4.07 -0.44
H -1.13 -5.72 0.68
H -0.27 -4.24 0.68
H -0.40 -4.09 3.02
H -2.02 -4.81 3.11
H -5.66 0.25 0.69
H -6.58 -1.77 1.53
H -4.82 -0.63 2.78
C -0.03 3.89 -1.55
C -0.29 5.34 -1.95
C -0.83 5.32 -3.39
S -1.67 3.74 -3.59
O -0.96 2.96 -4.57
O -3.09 3.94 -3.69
C -1.27 3.11 -1.96
H 0.16 3.79 -0.48
H 0.85 3.51 -2.08
H -1.03 5.78 -1.28
H 0.61 5.95 -1.88
H -1.55 6.12 -3.57
H -0.03 5.37 -4.12
H -1.10 2.03 -2.02
H -2.11 3.32 -1.31
C 3.55 4.75 1.06
C 5.04 5.03 0.85
C 5.21 5.58 -0.57
S 3.67 6.40 -0.97
O 3.04 5.69 -2.06
O 3.87 7.83 -1.04
C 2.82 5.99 0.55
H 3.31 4.56 2.10
H 3.25 3.88 0.48
H 5.38 5.77 1.58
H 5.64 4.13 0.99
H 6.02 6.30 -0.64
H 5.36 4.79 -1.30
H 1.76 5.83 0.34
H 2.94 6.84 1.23
C 0.96 -3.66 -5.03
C 0.26 -2.30 -4.89
C -0.39 -2.26 -3.50
S 0.61 -3.34 -2.45
O -0.19 -4.46 -2.04
O 1.32 -2.53 -1.48
C 1.74 -3.87 -3.74
H 1.61 -3.69 -5.90
H 0.21 -4.45 -5.14
H 0.99 -1.50 -4.97
H -0.49 -2.15 -5.66
H -0.39 -1.26 -3.07
H -1.40 -2.67 -3.51
H 2.02 -4.90 -3.56
H 2.61 -3.22 -3.69
C 3.06 -10.72 2.28
C 3.16 -11.37 0.89
C 1.73 -11.55 0.36
S 0.75 -10.24 1.12
O -0.23 -10.85 1.99
O 0.36 -9.29 0.12
C 2.07 -9.57 2.12
H 4.02 -10.37 2.63
H 2.67 -11.44 3.00
H 3.72 -10.72 0.22
H 3.68 -12.33 0.93
H 1.67 -11.44 -0.72
H 1.30 -12.50 0.66
H 1.66 -9.21 3.07
H 2.51 -8.74 1.57
C -3.27 8.94 2.70
C -3.63 7.46 2.55
C -2.87 6.92 1.33
S -1.39 7.92 1.19
O -1.46 8.67 -0.04
O -0.23 7.12 1.51
C -1.75 9.02 2.55
H -3.60 9.35 3.66
H -3.75 9.52 1.91
H -3.32 6.92 3.45
H -4.71 7.31 2.44
H -2.58 5.88 1.45
H -3.44 7.04 0.41
H -1.38 10.01 2.32
H -1.25 8.62 3.43